# 1
Below is C4H5F in the gas phase in a non-equilibrium geometry, with properties calculated with wB97M-V/def2-TZVPD.

Geometry as XYZ:
```
10
C4H5F, DFT wB97M-V/def2-TZVPD
C 2.24 -0.36 -0.16
C 1.04 -0.49 0.11
C -0.36 -0.54 0.40
C -1.04 0.75 -0.15
F -0.93 -1.63 -0.29
H 3.31 -0.11 -0.40
H -0.60 -0.82 1.46
H -2.17 0.60 -0.24
H -0.74 0.98 -1.15
H -0.73 1.62 0.42
```

Calculated total energy ... -255.19161 a.u.
SMILES string ... C#C[C@@H](C)F
ΔE to the lowest compared entry with this formula, charge and spin ... 25.35 kcal/mol
Kohn-Sham gap ... 0.4170 Eh
E_LUMO ... 1.06 eV

---

# 2
Below is a molecular structure, C24H16F3MnN6O2S3Se in a non-equilibrium geometry, with properties calculated with wB97M-V/def2-TZVPD.

Geometry as XYZ:
```
56
C24H16F3MnN6O2S3Se, DFT wB97M-V/def2-TZVPD
Mn 10.95 9.30 11.05
Se 15.84 8.65 17.01
N 14.13 8.36 16.87
C 13.79 8.73 15.71
C 12.37 8.68 15.17
C 11.28 8.35 15.94
C 10.02 8.47 15.33
C 9.92 8.85 13.99
N 10.98 9.05 13.20
C 12.19 8.98 13.81
C 13.33 9.21 12.95
N 13.09 9.59 11.65
C 14.00 10.11 10.81
C 15.29 10.06 11.23
C 15.63 9.70 12.51
C 14.62 9.39 13.39
C 14.87 9.13 14.82
N 16.07 9.22 15.38
H 11.39 8.14 17.02
H 9.10 8.23 15.83
H 9.00 8.94 13.43
H 13.65 10.48 9.82
H 16.05 10.65 10.62
H 16.69 9.79 12.89
S 11.14 9.25 8.80
C 10.47 10.75 8.27
C 10.04 10.97 6.91
C 9.26 12.04 6.53
C 8.86 12.99 7.52
C 9.44 12.92 8.73
C 10.19 11.80 9.21
S 10.72 11.60 10.78
H 10.38 10.32 6.04
H 9.15 12.20 5.43
H 8.30 13.91 7.47
H 9.31 13.86 9.24
F 6.18 7.76 10.12
C 6.68 8.58 11.01
F 6.85 8.00 12.16
F 5.73 9.61 11.16
C 7.96 9.10 10.42
O 8.09 9.71 9.35
O 8.99 8.80 11.22
C 11.08 5.42 8.09
N 12.38 5.93 8.60
C 13.63 5.80 8.02
C 14.51 6.44 8.77
N 13.78 6.85 9.88
C 12.51 6.47 9.78
S 11.31 6.82 10.88
H 10.49 6.28 7.75
H 10.57 4.80 8.87
H 11.30 4.80 7.27
H 13.77 5.41 7.05
H 15.57 6.74 8.55
H 14.18 7.25 10.77
```

Calculated total energy ... -6449.60467 a.u.
ΔE to the lowest compared entry with this formula, charge and spin ... 19.30 kcal/mol
Total charge ... +1
2S+1 ... 4
Kohn-Sham gap (alpha / beta) ... 0.2042 / 0.2187 Eh
E_LUMO (alpha / beta) ... -4.70 / -4.53 eV

---

# 3
Below is a molecular structure, C3H3NO2 in a non-equilibrium geometry, with properties calculated with wB97M-V/def2-TZVPD.

Geometry as XYZ:
```
9
C3H3NO2, DFT wB97M-V/def2-TZVPD
C -1.38 0.00 0.21
O -0.83 0.87 -0.51
C 1.00 0.64 -0.66
O 1.63 1.36 -1.28
C 1.16 -0.67 0.32
N 2.24 -1.07 0.63
H 0.05 -0.91 0.55
H -1.56 0.19 1.27
H -1.90 -0.85 -0.26
```

Calculated total energy ... -321.19916 a.u.
ΔE to the lowest compared entry with this formula, charge and spin ... 112.00 kcal/mol
Kohn-Sham gap (alpha / beta) ... 0.3245 / 0.3246 Eh
E_LUMO (alpha / beta) ... -0.57 / -0.57 eV

---

# 4
Below is 9 unconnected molecules or ions with the total composition H18O9 in a non-equilibrium geometry, with properties calculated with wB97M-V/def2-TZVPD.

Geometry as XYZ:
```
27
H18O9, DFT wB97M-V/def2-TZVPD
O 31.78 8.52 9.92
H 31.31 9.34 9.59
H 31.06 7.88 9.51
O 34.55 12.29 13.86
H 33.87 12.28 13.30
H 34.26 12.84 14.69
O 30.80 11.04 8.94
H 30.42 11.72 9.39
H 30.08 10.86 8.38
O 35.38 13.61 11.87
H 34.93 13.01 11.35
H 35.09 13.38 12.73
O 32.62 7.66 12.40
H 32.82 6.69 12.15
H 32.61 8.20 11.63
O 30.60 10.91 14.01
H 30.94 10.29 14.62
H 31.28 10.85 13.26
O 32.90 11.91 7.40
H 32.33 11.43 8.08
H 32.52 12.74 7.34
O 32.67 11.78 11.56
H 32.29 12.58 11.24
H 32.58 11.08 10.96
O 32.53 14.52 10.87
H 32.95 14.67 11.78
H 31.90 15.21 10.48
```

Calculated total energy ... -687.87766 a.u.
SMILES string ... O.O.O.O.O.O.O.O.O
ΔE to the lowest compared entry with this formula, charge and spin ... 92.95 kcal/mol
Kohn-Sham gap ... 0.3757 Eh
E_LUMO ... -0.44 eV